[1]
The following is a quantum chemistry calculation of a structure of composition CHErO2, from the Open Molecules 2025 dataset.

Each line ends with the Mulliken charge.
Positions of all 5 atoms, in Å:
O 0.359 -1.460 -0.292  -0.67
C -1.406 1.615 -0.110  0.28
O -0.275 1.566 0.064  -0.17
Er 1.725 0.081 0.164  2.20
H -0.402 -1.802 0.174  0.36

The lowest unoccupied orbital energy (alpha / beta) comes out at -12.21 / -12.59 eV. For the HOMO energy (alpha / beta), the calculation gives -21.4 / -21.4 eV. The calculation puts the energy at -32747.866 eV. The multiplicity is 4. The HOMO-LUMO gap (alpha / beta) is 9.18 / 8.83 eV. Its total charge is +2.

[2]
The following is a quantum chemistry calculation of an isolated molecule of C4H5NO2, from the Open Molecules 2025 dataset.

Each line ends with the Mulliken charge.
Positions of all 12 atoms, in Å:
C -0.871 -0.111 0.041  0.44
C -0.408 1.193 0.053  -0.72
C 1.048 1.013 -0.122  -0.29
C 1.161 -0.334 -0.357  0.25
H -2.174 -1.919 0.055  0.31
H -2.975 -0.168 0.296  0.29
H -0.828 2.104 -0.075  0.45
H 1.887 1.698 -0.332  0.39
H 3.036 -0.641 0.766  0.36
N -2.167 -0.682 -0.241  -0.59
O 2.315 -0.971 -0.076  -0.58
O -0.025 -1.181 -0.009  -0.32

The lowest unoccupied orbital energy comes out at 0.26 eV. For the HOMO energy, the calculation gives -7.6 eV. The calculation puts the energy at -9809.699 eV. Its relative energy (zero: lowest compared OMol25 entry of this formula, charge and spin) is 106.5 kcal/mol. The HOMO-LUMO gap is 7.86 eV.

[3]
The following is a quantum chemistry calculation of a cluster of 4 separate species, C2H11NO3 in total, from the Open Molecules 2025 dataset.

Each line ends with the Mulliken charge.
Positions of all 17 atoms, in Å:
C -2.492 1.212 -0.991  -0.81
C -2.436 -0.105 -0.782  -0.01
N -1.323 -0.847 -0.424  -0.64
H -1.667 1.870 -0.745  0.31
H -3.444 1.671 -1.218  0.26
H -3.309 -0.699 -1.081  0.23
H -0.571 -0.788 -1.128  0.35
H -1.491 -1.811 -0.197  0.26
H 2.385 0.580 3.334  0.68
H 3.317 -0.516 2.796  0.71
O 2.413 -0.382 3.137  -1.79
H 0.832 1.343 0.446  0.18
H 1.772 0.375 1.225  0.39
O 1.686 0.866 0.385  -0.65
H 1.636 -1.632 -1.832  0.38
H 1.562 -0.326 -1.096  0.36
O 1.131 -0.813 -1.830  -1.20

The lowest unoccupied orbital energy (alpha / beta) comes out at 3.57 / 3.47 eV. For the HOMO energy (alpha / beta), the calculation gives 0.8 / -5.6 eV. The calculation puts the energy at -9883.572 eV. Its relative energy (zero: lowest compared OMol25 entry of this formula, charge and spin) is 3.0 kcal/mol. The multiplicity is 2. The HOMO-LUMO gap (alpha / beta) is 2.74 / 9.03 eV. Its total charge is -1.